No. 1
A structure of composition C7H11N, computed with ωB97M-V with the def2-TZVPD basis set.

Atoms and positions in Å:
C 1.37 0.54 -0.77
C 0.12 1.24 0.89
C -1.29 0.69 0.55
C -1.50 -0.65 0.80
C -0.22 -1.52 0.75
C -0.11 -1.60 -0.63
C 0.44 -0.67 -1.32
H 1.98 0.36 0.11
H 2.16 0.75 -1.76
H 0.54 2.20 -1.09
H 0.46 2.03 1.94
H 0.61 0.09 1.31
H -2.10 1.37 0.53
H -2.37 -1.19 0.93
H -0.37 -2.47 1.01
H 0.55 -1.33 1.47
H -0.73 -2.16 -1.18
H 0.06 -0.39 -2.61
N 0.90 1.79 -0.32

HOMO-LUMO gap, eV: 9.1
LUMO energy, eV: 0.57

---

No. 2
A structure of composition C41H45BrClCrN4O2S, computed with ωB97M-V with the def2-TZVPD basis set.

Atoms and positions in Å:
Cr -1.81 -0.91 -0.99
C 4.20 0.78 4.36
C 3.24 -0.42 4.44
C 3.57 -1.39 3.30
C 3.46 -1.15 5.77
C 1.81 0.10 4.32
C 1.09 0.51 5.45
C -0.19 1.03 5.37
C -0.79 1.17 4.13
S -2.36 1.82 3.72
C -2.20 1.17 2.08
N -0.76 1.13 1.76
C -0.07 0.79 3.01
C 1.20 0.26 3.08
C -3.26 0.91 1.21
C -4.55 1.38 1.64
C -5.71 1.15 0.94
C -5.68 0.44 -0.26
C -4.45 -0.02 -0.70
C -3.23 0.19 -0.04
H 5.24 0.44 4.47
H 3.99 1.49 5.16
H 4.10 1.29 3.41
H 4.54 -1.85 3.48
H 3.62 -0.89 2.33
H 2.82 -2.18 3.24
H 4.45 -1.61 5.78
H 2.71 -1.94 5.91
H 3.40 -0.48 6.62
H 1.53 0.40 6.43
H -0.73 1.32 6.27
H 1.72 -0.01 2.16
H -4.61 1.94 2.56
H -6.64 1.53 1.33
H -6.58 0.25 -0.83
H -4.47 -0.61 -1.60
Cl -1.38 -2.10 2.04
C -2.12 -2.44 0.42
H -3.18 -2.56 0.63
H -1.73 -3.43 0.17
Br -3.08 -4.41 -6.51
C -2.95 -3.48 -4.89
C -2.39 -4.08 -3.78
C -2.29 -3.34 -2.61
N -2.70 -2.07 -2.49
C -3.27 -1.52 -3.58
C -3.42 -2.18 -4.79
H -2.04 -5.10 -3.81
H -1.86 -3.79 -1.73
H -3.63 -0.51 -3.48
H -3.88 -1.68 -5.63
N 2.38 1.42 -3.84
C 1.39 2.14 -4.43
O 1.58 2.88 -5.38
C 0.01 1.96 -3.86
C -0.91 2.98 -4.04
C -2.16 2.86 -3.46
C -2.45 1.72 -2.72
N -1.58 0.71 -2.57
C -0.38 0.84 -3.14
H 3.31 1.61 -4.16
H 2.29 1.08 -2.89
H -0.62 3.85 -4.61
H -2.90 3.63 -3.55
H -3.39 1.61 -2.20
H 0.30 0.00 -3.03
C 0.75 3.78 -0.60
C 0.38 2.35 -0.18
C -0.22 2.45 1.21
C 1.52 1.37 -0.33
C 2.85 1.78 -0.30
C 3.89 0.89 -0.51
C 3.58 -0.44 -0.79
C 2.27 -0.90 -0.84
C 2.06 -2.38 -1.15
C 1.17 -2.64 -2.37
C 1.55 -3.16 0.06
C 1.23 0.00 -0.54
O -0.03 -0.41 -0.43
H -0.15 4.39 -0.69
H 1.27 3.79 -1.55
H 1.39 4.26 0.15
H -0.42 2.01 -0.83
H 0.51 2.83 1.93
H -0.59 0.39 1.05
H -1.08 3.12 1.19
H 3.08 2.82 -0.12
H 4.92 1.22 -0.47
H 4.38 -1.14 -0.99
H 3.05 -2.77 -1.40
H 0.16 -2.26 -2.21
H 1.09 -3.71 -2.55
H 1.58 -2.18 -3.27
H 0.56 -2.82 0.36
H 2.21 -3.02 0.91
H 1.50 -4.23 -0.16

HOMO-LUMO gap (spin up / spin down), eV: 4.5 / 4.5
LUMO energy (spin up / spin down), eV: -0.58 / -0.70
Spin multiplicity: 4

---

No. 3
A structure of composition C41H77BClI2N8O2, computed with ωB97M-V with the def2-TZVPD basis set.

Atoms and positions in Å:
C -5.66 -2.61 -0.20
C -4.86 -1.82 0.88
B -5.51 -0.44 1.29
O -6.91 -0.32 1.19
C -4.69 0.83 1.85
C -4.94 0.63 3.39
N -4.83 -0.77 3.82
C -3.16 0.75 1.65
C -2.48 2.10 1.99
C -0.94 1.94 1.91
C -0.34 0.68 1.25
C -0.13 -0.56 2.11
C 0.54 -1.64 1.21
C -0.53 -2.54 0.56
C -0.08 -3.15 -0.77
C -1.23 -3.55 -1.70
O -2.41 -3.89 -0.98
C -3.23 -4.72 -1.80
C -3.10 3.40 1.32
Cl -3.50 4.44 2.84
N -2.24 4.24 0.58
C -1.54 5.23 1.02
C -0.44 5.30 2.02
C -1.66 6.55 0.31
N -4.40 3.10 0.58
C -5.35 4.32 0.55
C -4.89 5.70 0.13
C -4.60 6.10 -1.30
N -4.90 6.66 0.94
C -4.31 2.78 -0.89
I -6.04 1.63 -1.65
C -3.17 2.04 -1.66
C -1.70 2.36 -1.45
I -3.48 -0.12 -1.98
C -5.24 2.20 1.47
H -5.75 -3.65 0.13
H -5.06 -2.64 -1.11
H -6.63 -2.19 -0.45
H -4.80 -2.41 1.79
H -3.84 -1.72 0.53
H -7.26 -0.69 2.02
H -6.00 0.92 3.52
H -4.37 1.34 3.99
H -4.00 -0.86 4.40
H -5.59 -0.93 4.47
H -2.81 0.06 2.42
H -2.91 0.29 0.70
H -2.67 2.16 3.05
H -0.46 2.76 1.38
H -0.50 1.98 2.91
H 0.66 0.96 0.92
H -0.83 0.41 0.31
H -1.03 -1.04 2.49
H 0.53 -0.40 2.96
H 1.03 -1.13 0.37
H 1.28 -2.23 1.75
H -0.82 -3.32 1.25
H -1.42 -1.93 0.34
H 0.54 -2.47 -1.35
H 0.49 -4.06 -0.62
H -1.49 -2.75 -2.42
H -0.94 -4.42 -2.29
H -4.28 -4.59 -1.56
H -3.11 -4.47 -2.86
H -2.97 -5.77 -1.61
H -0.63 6.20 2.62
H -0.36 4.47 2.72
H 0.51 5.50 1.53
H -2.29 7.24 0.88
H -0.68 7.02 0.25
H -1.97 6.39 -0.72
H -6.17 4.08 -0.13
H -5.88 4.44 1.49
H -4.40 7.16 -1.37
H -3.69 5.57 -1.60
H -5.39 5.78 -1.98
H -5.21 6.37 1.87
H -4.50 3.66 -1.48
H -3.33 2.33 -2.69
H -1.51 3.34 -1.87
H -1.31 2.36 -0.44
H -1.10 1.67 -2.05
H -6.28 2.21 1.15
H -5.35 2.68 2.44
C 4.18 -6.81 2.17
C 3.16 -7.10 1.08
C 3.18 -6.05 -0.04
C 2.87 -4.72 0.49
N 2.61 -3.69 0.91
H 3.98 -5.86 2.67
H 4.16 -7.59 2.93
H 5.19 -6.77 1.76
H 2.16 -7.14 1.53
H 3.36 -8.08 0.65
H 2.45 -6.31 -0.81
H 4.16 -6.03 -0.51
C 5.16 -6.59 -4.52
C 5.97 -5.48 -3.85
C 7.01 -6.03 -2.87
C 6.36 -6.78 -1.79
N 5.85 -7.36 -0.94
H 4.58 -7.15 -3.79
H 4.45 -6.16 -5.23
H 5.80 -7.28 -5.06
H 5.30 -4.80 -3.33
H 6.49 -4.90 -4.62
H 7.58 -5.21 -2.43
H 7.72 -6.69 -3.38
C 0.92 7.92 -3.32
C 1.90 8.96 -2.80
C 2.90 8.39 -1.80
C 2.21 7.85 -0.63
N 1.67 7.43 0.29
H 0.30 7.51 -2.52
H 0.24 8.36 -4.05
H 1.44 7.09 -3.81
H 1.34 9.78 -2.34
H 2.44 9.39 -3.64
H 3.59 9.17 -1.47
H 3.49 7.60 -2.26
C 8.72 -4.69 1.20
C 9.22 -3.29 1.53
C 9.20 -2.35 0.32
C 10.06 -2.87 -0.76
N 10.72 -3.27 -1.60
H 9.36 -5.18 0.45
H 8.72 -5.32 2.09
H 7.70 -4.65 0.81
H 10.24 -3.36 1.92
H 8.60 -2.86 2.32
H 9.56 -1.36 0.60
H 8.18 -2.25 -0.06

HOMO-LUMO gap, eV: 7.5
LUMO energy, eV: -3.16
Total charge: +1

---

No. 4
A structure of composition C25H26N8O5STi, computed with ωB97M-V with the def2-TZVPD basis set.

Atoms and positions in Å:
Ti -0.53 0.68 0.56
O 3.64 1.31 0.97
C 2.40 0.81 0.88
O 1.43 1.57 0.52
C 2.17 -0.54 1.16
C 3.07 -1.52 1.66
C 2.59 -2.79 1.88
C 1.23 -3.10 1.63
C 0.41 -2.09 1.20
N 0.86 -0.87 0.95
C -1.09 -2.19 0.99
O -1.63 -3.28 0.84
O -1.66 -1.04 0.97
H 3.57 2.27 0.82
H 4.08 -1.24 1.91
H 3.25 -3.54 2.28
H 0.83 -4.09 1.80
C -4.32 -0.98 4.25
C -4.05 0.47 4.65
N -2.66 0.85 4.42
C -2.17 1.09 3.19
S -0.46 1.20 3.00
N -3.06 1.25 2.21
N -2.45 1.52 1.05
C -3.14 1.65 -0.03
C -4.61 1.43 -0.09
C -2.34 2.15 -1.17
C -2.88 2.58 -2.38
C -2.04 3.18 -3.30
C -0.69 3.34 -3.01
C -0.21 2.83 -1.81
N -1.02 2.25 -0.93
H -5.38 -1.22 4.39
H -3.74 -1.67 4.86
H -4.06 -1.14 3.21
H -4.27 0.63 5.70
H -4.68 1.14 4.07
H -1.98 0.53 5.09
H -5.07 1.87 0.80
H -4.81 0.36 -0.05
H -5.07 1.84 -0.98
H -3.93 2.46 -2.58
H -2.44 3.54 -4.24
H -0.02 3.82 -3.70
H 0.83 2.85 -1.55
C -1.57 -2.73 -2.62
C -1.16 -1.47 -2.04
N -0.79 -0.50 -1.55
H -2.54 -3.01 -2.23
H -0.85 -3.49 -2.32
H -1.60 -2.66 -3.71
N 5.83 -1.95 -0.56
C 5.92 -1.03 -1.55
O 6.98 -0.68 -2.03
C 4.62 -0.51 -2.09
C 4.63 0.67 -2.82
C 3.43 1.15 -3.31
C 2.27 0.43 -3.07
N 2.25 -0.71 -2.39
C 3.40 -1.16 -1.91
H 6.69 -2.30 -0.17
H 4.97 -2.13 -0.07
H 5.57 1.17 -2.99
H 3.39 2.07 -3.88
H 1.31 0.79 -3.43
H 3.35 -2.10 -1.37

HOMO-LUMO gap (spin up / spin down), eV: 5.4 / 7.3
LUMO energy (spin up / spin down), eV: -0.36 / -0.56
Spin multiplicity: 3

---

No. 5
A structure of composition C17H16Cl2F4N3O3SSn, computed with ωB97M-V with the def2-TZVPD basis set.

Atoms and positions in Å:
Sn -0.17 0.82 -1.43
C 3.35 0.74 -1.70
N 2.53 0.17 -0.63
C 2.66 0.89 0.64
C 2.60 -1.29 -0.52
C 1.77 -2.02 -1.59
N 0.37 -1.93 -1.24
C -0.40 -2.94 -0.87
C -1.73 -2.61 -0.45
F -2.09 -1.32 -0.44
C -2.64 -3.54 -0.05
F -3.84 -3.14 0.37
C -2.32 -4.89 -0.07
C -1.06 -5.26 -0.49
F -0.73 -6.55 -0.52
C -0.11 -4.34 -0.85
F 1.08 -4.79 -1.21
H 4.43 0.62 -1.49
H 3.14 0.25 -2.65
H 3.13 1.80 -1.81
H 3.67 0.81 1.06
H 2.44 1.94 0.49
H 1.95 0.49 1.37
H 3.63 -1.66 -0.65
H 2.25 -1.59 0.47
H 1.91 -1.46 -2.52
H 2.17 -3.01 -1.71
H -3.05 -5.64 0.24
O -0.42 0.81 0.79
N -1.52 1.18 1.41
C -1.60 0.89 2.72
C -2.71 1.23 3.46
C -3.78 1.88 2.84
C -3.69 2.17 1.50
C -2.54 1.83 0.77
S -2.41 2.21 -0.88
H -0.74 0.38 3.13
H -2.74 0.99 4.51
H -4.67 2.14 3.40
H -4.49 2.68 0.97
Cl 1.64 5.42 -2.53
C 1.15 5.00 -0.89
Cl 2.55 4.79 0.18
C 0.35 3.68 -0.87
O -0.71 3.66 -0.21
O 0.87 2.71 -1.53
H 0.54 5.79 -0.49

HOMO-LUMO gap (spin up / spin down), eV: 5.7 / 6.6
LUMO energy (spin up / spin down), eV: -5.60 / -4.76
Total charge: +1

---

No. 6
The molecule C3H4F2S, computed with ωB97M-V with the def2-TZVPD basis set.

Atoms and positions in Å:
C -0.43 -0.40 -0.52
C 0.36 -0.64 0.78
C 0.77 0.35 -0.13
H -1.55 1.58 -0.13
H -0.34 -1.08 -1.36
H -0.15 -0.31 1.72
H 0.91 -1.58 0.79
F 1.84 0.10 -0.92
F 0.64 1.66 0.16
S -2.05 0.34 -0.38

HOMO-LUMO gap, eV: 10.1
LUMO energy, eV: 0.92
SMILES: FC1(F)C[C@H]1S

---

No. 7
A cluster of 2 separate species, C6H13O2 in total, computed with ωB97M-V with the def2-TZVPD basis set.

Atoms and positions in Å:
C 0.11 -1.22 -1.44
C -0.03 0.06 -2.26
C -1.10 -2.12 -1.71
H 1.03 -1.77 -1.61
H 0.11 -0.94 -0.38
H -0.75 0.70 -1.75
H -0.26 -0.09 -3.32
H -1.23 -2.22 -2.79
H -0.91 -3.16 -1.45
H 0.86 0.71 -2.20
H -2.03 -1.71 -1.30
C -0.51 1.19 1.66
C -1.42 -0.04 1.71
C 0.88 0.92 0.92
O 1.49 -0.08 1.39
O 1.26 1.78 0.11
H -0.99 2.10 1.30
H 0.00 1.53 2.57
H -0.85 -0.97 1.82
H -2.07 -0.11 0.86
H -1.84 -0.07 2.74

HOMO-LUMO gap, eV: 7.7
LUMO energy, eV: 3.88
Total charge: -1

---

No. 8
A structure of composition C29H38N4O8W, computed with ωB97M-V with the def2-TZVPD basis set.

Atoms and positions in Å:
W -0.04 0.26 0.22
C 1.32 -1.28 -0.84
C 1.79 -1.31 0.52
C 0.70 -1.85 1.32
C -0.36 -2.11 0.41
C 0.03 -1.85 -0.92
C -0.70 -2.32 -2.17
C -2.20 -2.03 -2.17
C -0.52 -3.86 -2.16
C -0.05 -1.77 -3.43
C 0.54 -2.30 2.80
C 1.52 -3.47 3.05
C 0.73 -1.29 3.94
C -0.87 -2.88 3.00
C 3.28 -1.07 0.81
C 3.95 -0.27 -0.32
C 3.98 -2.45 0.76
C 3.55 -0.38 2.14
H 1.91 -0.94 -1.68
H -1.34 -2.45 0.69
H -2.65 -2.16 -1.19
H -2.70 -2.71 -2.86
H -2.42 -1.02 -2.51
H -1.07 -4.31 -1.33
H 0.53 -4.13 -2.06
H -0.90 -4.28 -3.09
H -0.07 -0.68 -3.45
H -0.59 -2.13 -4.31
H 0.98 -2.10 -3.53
H 2.52 -3.10 3.29
H 1.58 -4.16 2.21
H 1.18 -4.03 3.93
H 1.61 -0.66 3.84
H 0.82 -1.87 4.86
H -0.13 -0.63 4.04
H -1.05 -3.77 2.39
H -1.65 -2.14 2.78
H -0.98 -3.17 4.04
H 3.95 -0.82 -1.26
H 5.00 -0.13 -0.04
H 3.50 0.70 -0.47
H 3.72 -2.98 -0.15
H 3.73 -3.08 1.61
H 5.06 -2.30 0.77
H 2.96 0.53 2.24
H 4.61 -0.11 2.19
H 3.34 -1.03 2.98
O -2.09 0.11 0.30
N -2.77 0.70 -0.61
N -2.06 1.12 -1.54
O -0.76 0.80 -1.60
C -2.61 1.78 -2.69
C -1.74 2.15 -3.71
C -2.26 2.82 -4.80
C -3.61 3.12 -4.88
C -4.46 2.74 -3.84
C -3.97 2.07 -2.73
H -0.69 1.94 -3.62
H -1.59 3.12 -5.60
H -4.01 3.64 -5.73
H -5.52 2.97 -3.88
H -4.62 1.78 -1.93
O -0.67 4.64 4.36
C -1.16 5.10 3.23
O -1.62 6.21 3.13
C -1.13 4.18 2.06
C -1.57 4.52 0.80
N -1.39 3.45 0.01
N -0.82 2.43 0.67
C -0.66 2.87 1.92
C 0.00 1.89 2.82
O 0.23 2.18 3.99
O 0.26 0.79 2.23
H -0.33 3.70 4.29
H -1.99 5.44 0.43
H -1.46 3.41 -1.00
O 0.90 3.15 -1.48
C 1.73 2.59 -0.78
O 1.56 1.54 -0.05
H 2.75 2.99 -0.67

HOMO-LUMO gap, eV: 6.2
LUMO energy, eV: -0.82

---

No. 9
The molecule C5H8Br2, computed with ωB97M-V with the def2-TZVPD basis set.

Atoms and positions in Å:
C 0.94 0.98 -0.10
C -0.19 0.26 -0.21
C 1.04 2.48 0.15
C -1.32 -2.14 0.43
C -0.27 -1.32 -0.41
Br 2.75 0.17 -0.17
Br -1.82 1.21 -0.20
H 0.02 2.75 0.54
H 1.48 3.05 -0.79
H 1.87 2.74 0.84
H -2.42 -1.96 0.10
H -1.11 -3.27 0.23
H -1.39 -1.84 1.38
H 0.80 -1.50 -0.29
H -0.39 -1.61 -1.50

HOMO-LUMO gap, eV: 9.7
LUMO energy, eV: 0.54
SMILES: CC/C(Br)=C(/C)Br

---

No. 10
A structure of composition C2H3FKO, computed with ωB97M-V with the def2-TZVPD basis set.

Atoms and positions in Å:
C -0.14 -0.28 0.64
C -0.96 0.49 -0.15
H -0.36 -1.35 0.73
F 0.27 0.31 1.83
H -1.54 0.02 -0.95
H -1.05 1.57 0.02
O 1.86 -1.08 -0.11
K 1.93 0.33 -2.02

HOMO-LUMO gap (spin up / spin down), eV: 7.4 / 6.7
LUMO energy (spin up / spin down), eV: -0.67 / -0.64
Spin multiplicity: 2

---

| no. | F_max (eV/A) | E_tot (Ha) |
| --- | --- | --- |
| 1 | 8.4 | -327.7691 |
| 2 | 1.0 | -6435.6910 |
| 3 | 3.7 | -3276.9950 |
| 4 | 0.7 | -3030.3601 |
| 5 | 1.7 | -2979.4101 |
| 6 | 2.6 | -714.5817 |
| 7 | 2.4 | -386.9276 |
| 8 | 2.3 | -2015.9099 |
| 9 | 5.1 | -5343.2847 |
| 10 | 3.3 | -852.8933 |